8
Properties=species:S:1:pos:R:3 method="wB97M-V/def2-TZVPD" total_charge=+2 homo_energy_ha="-0.662 / -0.797" de_lowest_kcal_mol=3.0 s_squared=8.7686 energy_ev=-7355.554 multiplicity=6
O -1.53214 0.42413 -1.38860
C -0.32737 0.23492 -1.74524
Li -0.88708 -0.61928 2.42786
Rh -0.23112 1.55351 0.66142
H 0.14129 1.15173 -2.17420
C 0.66438 -0.57552 0.82525
H 1.73660 -0.50808 0.56278
H 0.43543 -1.66141 0.83073